Molecular formula: C20H24Cl2N7PPdTe
Method: DFT, ωB97M-V with the def2-TZVPD basis set

The geometry in ORCA input format:
```
! wB97M-V def2-TZVPD RIJCOSX def2/J DEFGRID3
* xyz 0 1
C 2.89764 -0.65404 2.90384
N -0.60487 1.33824 1.01302
H 4.65199 1.26087 -1.91915
H -0.01983 0.62218 4.07408
H -0.21012 2.56533 -1.87099
H -3.81841 -0.28009 0.03043
H 0.20037 -3.98209 1.50109
H 2.28206 -1.38442 3.42368
H 3.48212 -1.15485 2.13463
H -1.60519 2.79601 -2.94340
H -4.78713 2.95451 3.84631
C -2.44134 0.82657 2.63419
C -0.87616 2.07410 -2.58216
C 2.32574 1.50300 -3.35694
C -1.64960 1.64603 1.77881
C -3.52937 1.28132 3.35856
N -1.57324 0.99493 -1.92765
Te 1.62339 0.79994 1.94833
C 0.27784 -2.55518 -1.34062
N 2.68055 -1.20585 -0.98902
Cl -2.06451 -0.88141 2.82196
H 1.84474 2.38569 -2.94225
H 0.34221 -5.69673 -0.66109
H -3.28401 2.09347 -1.26508
C 0.74199 1.34544 3.80110
C -2.99374 -0.01830 -0.61058
C 3.88274 -0.57280 -0.89448
H -0.32680 1.68821 -3.43685
N 0.33260 -3.84605 -1.73749
C 0.24385 -3.76108 0.44898
C -3.22199 3.45777 2.44927
C -3.93695 2.60083 3.28115
C 0.40903 -4.32469 -3.10587
H -3.50703 4.49657 2.34505
C -2.75205 1.15774 -1.24853
H -4.06118 0.57745 3.98582
H 4.67418 -0.94961 -0.26778
C -2.13904 2.99586 1.74463
C 0.31346 -4.62281 -0.60987
H 1.33275 -3.99099 -3.57567
H 0.39073 -5.41110 -3.09286
C -1.10494 -0.24631 -1.63368
H 0.29802 2.32907 3.67580
C 1.95316 -0.50165 -1.83079
Pd -0.08430 -0.54110 0.77130
N -1.96863 -0.88998 -0.84450
H -0.43972 -3.96149 -3.68192
H 1.66708 1.02702 -4.08134
C 3.89980 0.51961 -1.71077
H 1.52690 1.37598 4.55477
H 3.56828 -0.16137 3.60713
Cl -1.29995 4.11605 0.69617
P 0.31941 -1.10525 -2.45131
N 2.67834 0.55098 -2.32444
N 0.22516 -2.48557 -0.01856
H 3.23397 1.80407 -3.87446
*
```

=====

Molecular formula: C4H7NS
Method: DFT, ωB97M-V with the def2-TZVPD basis set

## Properties
SMILES = S=C[C@H]1CCN1

The geometry in ORCA input format:
```
! wB97M-V def2-TZVPD RIJCOSX def2/J DEFGRID3
* xyz 0 1
H -0.58004 1.40667 -0.73640
H 2.23281 -0.01076 -0.28504
C 1.53236 0.64356 -0.85661
H 0.24513 -1.59085 -0.53785
C 0.09288 0.55073 -0.40916
C -0.94796 -0.56927 1.04616
C -0.53760 -0.83806 -0.46404
H -0.86976 -1.48592 1.67278
N 0.07919 0.46645 1.09225
H -2.00998 -0.26572 1.13409
H -1.28820 -1.03311 -1.20667
S 1.95932 1.50508 -2.17270
H 0.09185 1.22121 1.72317
*
```

=====

Molecular formula: C4H12N2
Method: DFT, ωB97M-V with the def2-TZVPD basis set

## Properties
SMILES = C=CC.NCN

The geometry in ORCA input format:
```
! wB97M-V def2-TZVPD RIJCOSX def2/J DEFGRID3
* xyz 0 1
H -1.40073 2.83110 -3.96376
N -1.67192 1.95380 -3.53717
H 0.02455 -1.38776 0.69587
H -1.08827 2.61276 -1.60272
H -1.37263 0.94783 -1.78535
H 1.99262 -1.76959 1.88018
H 1.86358 -1.46615 4.42881
H -1.04918 -1.68279 2.09984
C -0.90862 1.78964 -2.30498
H -2.67955 1.89131 -3.46394
H 1.79807 -3.11513 4.03154
H 0.59104 1.20660 -3.51691
H 0.87418 2.54175 -2.76844
C 1.24799 -2.17959 3.87523
N 0.49491 1.61645 -2.58395
H 0.25355 -2.29628 4.33052
C -0.02774 -1.64946 1.73823
C 1.05814 -1.84449 2.44701
*
```

=====

Molecular formula: C22H29N3O2
Method: DFT, ωB97M-V with the def2-TZVPD basis set

## Properties
SMILES = COc1ccc([C@@H](CNC(=O)c2cccc(N(C)C)c2)N2CCCC2)cc1

The geometry in ORCA input format:
```
! wB97M-V def2-TZVPD RIJCOSX def2/J DEFGRID3
* xyz 0 1
C 0.59780 3.29396 -0.44920
C 2.93502 -3.72550 -0.14055
C 3.62930 -2.60986 0.28427
H -0.09344 -0.48213 -1.57790
N -3.24573 0.16039 0.33493
H -1.93948 1.88207 1.27383
H -0.86893 1.38489 -2.81973
H -3.43982 0.06136 3.00406
H 2.15248 4.11266 1.62326
H -5.34925 -1.80148 1.60341
C 5.08320 -0.32090 1.10591
C -2.63793 0.46536 -0.93906
H 1.04706 -4.50830 -0.81904
H -1.60003 -0.46037 1.48906
C -1.28307 2.09512 0.44614
H 2.82423 1.27510 -0.33842
C -0.47792 -2.32620 -0.79872
O -1.28127 -3.21524 -0.57988
C 1.64863 -1.28835 0.02128
H 1.08852 5.45125 1.10571
H -3.42165 0.94864 -1.53926
H 3.44976 -4.67343 -0.20158
C 0.35159 2.69984 -1.68715
H -0.10146 3.45256 1.58157
H -2.52526 -1.80298 0.77768
H 1.11729 -0.35433 0.11652
C -4.94029 -0.79601 1.69343
H -2.80179 -1.63148 -1.53087
N 3.66257 -0.25338 0.86478
C 1.92767 4.81269 0.81174
H -5.24866 0.67962 0.08894
C -2.60076 -0.79813 1.21557
H 3.76848 1.80997 1.05750
H 5.65392 -0.52120 0.19045
H 0.99140 2.95756 -2.51672
H 5.42306 0.62526 1.52139
H 2.15655 1.13630 1.30104
C 0.96164 -2.41121 -0.42099
C -0.68992 1.80978 -1.84265
C 3.07053 1.05342 0.70667
C -0.24205 2.99349 0.61544
C 1.60015 -3.64339 -0.48986
H 2.80129 5.43390 0.62040
O 1.66689 4.14035 -0.39525
C -4.64931 -0.21064 0.30071
H 4.67019 -2.72028 0.53938
H 5.30498 -1.10278 1.83480
H -4.86517 -0.95950 -0.47825
C -3.57285 -0.82947 2.38948
N -0.81078 -1.17337 -1.42521
H -5.65572 -0.18807 2.24444
C 2.99790 -1.36152 0.38976
C -1.51341 1.47146 -0.76979
C -2.15567 -0.77844 -1.74876
H -3.44231 -1.70975 3.01497
H -2.22241 -0.56158 -2.82018
*
```

=====

Number 1: maximum force 1.16 eV/Å, orbital gap 6.513 eV, HOMO energy -6.0119 eV. Number 2: maximum force 2.55 eV/Å, orbital gap 8.470 eV, HOMO energy -8.6847 eV. Number 3: maximum force 1.82 eV/Å, orbital gap 10.315 eV, HOMO energy -9.2329 eV. Number 4: maximum force 0.51 eV/Å, orbital gap 8.289 eV, HOMO energy -7.6650 eV.